1.
The following is a quantum chemistry calculation of a structure of composition C31H33GeN6O9PbS, from the OMol25 dataset.

The geometry in XYZ format:
```
82
Properties=species:S:1:pos:R:3:mulliken_charge:R:1
Pb 0.28496 0.28278 0.12346 1.92
O 2.07065 0.03626 -1.74447 -0.68
S 3.21771 0.38058 -0.89440 1.01
O 4.31815 -0.53177 -0.82702 -0.67
N 2.51314 0.67446 0.50625 0.08
C 3.03194 0.48755 1.78867 0.22
C 4.34565 0.30694 2.13738 -0.69
C 4.72516 0.19213 3.49227 -1.00
C 3.80521 0.24554 4.49343 -0.95
C 2.43970 0.39871 4.17306 0.79
C 1.42408 0.43826 5.15253 -0.66
C 0.11676 0.56356 4.78321 -1.00
C -0.19369 0.63601 3.41787 -0.11
N 0.72612 0.62837 2.47655 0.21
C 2.04911 0.51617 2.82334 0.11
C 3.78131 1.94779 -1.47344 0.23
C 3.55044 2.29334 -2.79991 -0.24
C 4.01242 3.51682 -3.26482 -0.78
C 4.69127 4.37404 -2.40957 -0.47
C 4.91472 4.01565 -1.08435 -0.74
C 4.46229 2.79643 -0.60872 -0.14
H 5.08965 0.23702 1.35602 0.60
H 5.77255 0.06102 3.72947 0.42
H 4.10259 0.16779 5.53167 0.42
H 1.69791 0.35939 6.19798 0.45
H -0.67889 0.59138 5.51425 0.46
H -1.22345 0.69750 3.08537 0.41
H 3.01756 1.60874 -3.44732 0.58
H 3.84862 3.79694 -4.29784 0.43
H 5.05297 5.32624 -2.77660 0.43
H 5.44613 4.68808 -0.42319 0.43
H 4.62841 2.51175 0.42408 0.31
C -2.78233 2.47736 -1.71584 -1.19
Ge -0.91477 2.95016 -1.99610 0.80
C -0.72483 4.88940 -2.04737 -1.28
C -0.15045 2.15155 -3.59148 -1.17
C 0.14909 2.43955 -0.41882 -1.06
H -3.40553 2.99214 -2.44805 0.42
H -3.09969 2.77156 -0.71428 0.35
H -2.93245 1.40186 -1.83282 0.19
H -1.25089 5.25545 -2.93221 0.38
H 0.32421 5.17679 -2.12585 0.38
H -1.16002 5.35929 -1.16495 0.38
H -0.89612 2.09635 -4.38454 0.48
H 0.22152 1.14446 -3.38943 0.31
H 0.68097 2.76620 -3.93654 0.31
H -0.21869 2.76180 0.55829 0.63
H 1.22026 2.61613 -0.51254 0.22
O -0.48308 -1.66487 -0.72672 -0.76
C 0.18629 -2.38326 0.10942 0.88
O 0.85555 -1.82652 1.01255 -0.64
C 0.14140 -3.85591 -0.01137 0.17
C 0.93163 -4.63219 0.82902 -0.42
C 0.88102 -6.00273 0.69168 -0.35
C 0.07770 -6.62766 -0.24064 -0.34
C -0.69631 -5.82128 -1.04880 -0.36
C -0.67886 -4.44769 -0.95966 -0.46
N -1.58772 -6.45275 -2.05023 1.07
O -2.30332 -5.70918 -2.69168 -0.62
O -1.54687 -7.65695 -2.15246 -0.60
N 1.71600 -6.84098 1.58444 1.07
O 2.35147 -6.26670 2.44240 -0.61
O 1.69742 -8.03662 1.39356 -0.60
H 1.57239 -4.17352 1.56764 0.75
H 0.05394 -7.70341 -0.33240 0.64
H -1.29114 -3.85170 -1.62017 0.71
N -2.10683 0.42395 0.81777 -0.58
C -3.21864 0.09771 0.73888 0.28
N -4.46781 -0.26995 0.66308 -0.04
C -5.55471 0.57230 1.20314 -0.64
C -6.30238 1.20220 0.04337 -0.32
O -6.76339 0.20656 -0.85203 -0.38
C -5.70080 -0.53479 -1.42292 -0.42
C -4.90765 -1.25531 -0.34916 -0.44
H -5.13869 1.32421 1.87058 0.45
H -6.22161 -0.07854 1.76817 0.28
H -5.64883 1.90975 -0.48168 0.18
H -7.18058 1.73259 0.40472 0.38
H -5.04089 0.12960 -1.99454 0.21
H -6.14993 -1.25563 -2.10280 0.38
H -4.03777 -1.76130 -0.76382 0.33
H -5.53845 -1.98492 0.15804 0.27
```

The total energy is -4874.336724 hartree. The calculation puts the LUMO energy at -4.10 eV. The value obtained for the energy above the lowest of the compared OMol25 structures with the same formula, charge and spin is 60.4 kJ/mol. The HOMO-LUMO gap comes out at 6.69 eV. The HOMO energy comes out at -10.789 eV. The charge is +1.

---

2.
The following is a quantum chemistry calculation of the molecule C4H10N2O, from the OMol25 dataset.

The geometry in XYZ format:
```
17
Properties=species:S:1:pos:R:3:mulliken_charge:R:1
N -1.49720 1.26625 -0.58432 -0.44
C -1.75730 0.06845 0.20443 -0.53
C -0.45017 -0.50272 0.83691 -0.64
C 0.84136 0.33218 0.75867 -0.41
C 1.47730 0.20491 -0.60991 0.37
N 1.93196 -1.09907 -0.83981 -0.37
O 1.61240 1.00612 -1.49913 -0.61
H -1.77042 2.19367 -0.30710 0.17
H -0.95182 1.07139 -1.41674 0.16
H -2.23116 -0.65831 -0.45630 0.24
H -2.46747 0.26482 0.99940 0.33
H -0.25742 -1.50764 0.46984 0.27
H -0.70008 -0.71551 1.88626 0.41
H 1.45190 -0.14220 1.52619 0.35
H 0.61338 1.35978 1.02319 0.26
H 2.42321 -1.21085 -1.69551 0.23
H 1.73152 -1.93127 -0.29609 0.19
```

The total energy is -343.156799 hartree. The calculation puts the LUMO energy at 0.93 eV. The value obtained for the energy above the lowest of the compared OMol25 structures with the same formula, charge and spin is 117.3 kJ/mol. The HOMO-LUMO gap comes out at 9.46 eV. The HOMO energy comes out at -8.535 eV.

---

3.
The following is a quantum chemistry calculation of a structure of composition C23H14CoN6O4S5, from the OMol25 dataset.

The geometry in XYZ format:
```
53
Properties=species:S:1:pos:R:3:lowdin_spin:R:1
Co 0.47899 0.57525 0.04107 0.95
N 3.87113 1.87610 -2.62253 0.00
C 2.73399 1.46100 -1.94104 0.01
S 2.85970 -0.02427 -1.09517 0.07
N 1.72789 2.27058 -2.04911 0.00
N 0.56327 2.02787 -1.35551 0.01
C -0.36044 2.86371 -1.69760 0.00
C -1.71208 2.96383 -1.22982 0.00
C -2.54646 3.92533 -1.82106 0.00
C -3.86901 4.06571 -1.46555 0.00
C -4.39888 3.20640 -0.48975 0.00
C -3.61573 2.25696 0.11407 0.00
C -2.22600 2.10600 -0.19806 0.00
O -1.51809 1.25775 0.41779 0.04
H 4.51488 1.13111 -2.81834 0.00
H 3.70895 2.53682 -3.36743 0.00
H -0.06018 3.57196 -2.47114 0.00
H -2.12738 4.56962 -2.58922 0.00
H -4.49385 4.82368 -1.92318 0.00
H -5.44415 3.29538 -0.21034 0.00
H -4.01974 1.59454 0.87075 0.00
O 0.51338 -6.85995 -0.57220 0.15
N 1.04270 -5.95769 0.13525 0.17
O 1.87912 -6.25227 1.03559 0.17
C 0.66661 -4.63736 -0.08329 0.06
C -0.24364 -4.39321 -1.11989 0.19
C -0.63117 -3.09787 -1.47988 0.03
C -1.52687 -2.79557 -2.53291 0.07
C -1.78636 -1.48184 -2.83063 0.00
C -1.16151 -0.46066 -2.11267 0.09
N -0.33097 -0.71167 -1.10799 -0.02
C -0.09954 -1.99339 -0.77319 0.05
C 0.73704 -2.22210 0.36785 -0.01
N 1.07959 -1.10891 1.05145 0.01
C 1.90266 -1.23612 2.07763 0.01
C 2.40101 -2.46492 2.47744 0.02
C 2.03126 -3.61675 1.81144 0.01
C 1.16428 -3.52635 0.71089 0.00
H -0.62922 -5.23920 -1.66713 0.01
H -1.99317 -3.60361 -3.08367 0.00
H -2.46547 -1.21001 -3.62826 0.00
H -1.33873 0.57479 -2.35943 0.00
H 2.17309 -0.33182 2.60542 0.00
H 3.07593 -2.51556 3.32125 0.00
H 2.40255 -4.58047 2.11194 0.00
O 1.80821 3.60570 6.56286 0.02
C 1.40978 3.00865 5.58797 0.01
S 2.07428 3.22320 3.97183 0.01
C 1.06448 2.06029 3.09915 0.16
C 0.12818 1.36090 3.86808 0.11
S -0.99173 0.22206 3.41190 0.38
S 0.13248 1.80988 5.60819 -0.01
S 1.44496 2.07649 1.43616 0.25
```

The total energy is -4888.144488 hartree. The calculation puts the LUMO energy (alpha / beta) at 4.38 / 3.46 eV. Its expectation value of S² is 3.8505. The HOMO-LUMO gap (alpha / beta) comes out at 5.36 / 5.52 eV. The HOMO energy (alpha / beta) comes out at -0.977 / -2.063 eV. The spin multiplicity is 4. The charge is -2.

---

4.
The following is a quantum chemistry calculation of a structure of composition C23H28I2MoN3O7S2, from the OMol25 dataset.

The geometry in XYZ format:
```
66
Properties=species:S:1:pos:R:3:mulliken_charge:R:1
Mo -0.60143 0.01238 -0.55373 -0.56
O 1.15844 2.40606 1.26139 -0.62
S 0.40478 1.56246 2.13331 1.41
O -0.49177 2.12747 3.08353 -0.67
O -0.47941 0.58456 1.23292 -0.50
C 1.57953 0.55059 3.00281 -0.05
C 1.77638 0.97041 4.31177 -0.62
C 2.82730 0.45653 5.05859 -0.70
C 3.68794 -0.46765 4.49876 -0.65
C 3.48109 -0.90838 3.19867 -0.87
C 2.43052 -0.40945 2.44586 0.06
S 2.11840 -1.27370 0.92898 1.45
O 1.07081 -2.21325 1.28657 -0.56
O 3.35008 -1.84120 0.46260 -0.79
O 1.57807 -0.26656 -0.04754 -0.04
H 1.11368 1.71233 4.73296 0.57
H 2.97259 0.79624 6.07487 0.41
H 4.51519 -0.86259 5.07254 0.42
H 4.12555 -1.65295 2.75246 0.53
C 2.45430 1.41802 -2.34463 -1.54
C 1.47232 0.51326 -3.00034 0.50
N 0.33650 -0.01851 -2.54614 1.06
C -0.21827 -0.75174 -3.58982 -0.70
C 0.57475 -0.64648 -4.67611 -0.82
N 1.63151 0.13795 -4.28136 -0.04
H 2.44949 1.29756 -1.26814 0.09
H 2.22846 2.45546 -2.59661 0.37
H 3.45500 1.19051 -2.71177 0.49
H -1.12506 -1.31857 -3.47902 0.43
H 0.48751 -1.05591 -5.66592 0.43
H 2.41476 0.40956 -4.85324 0.22
I -1.70246 3.51472 -0.27729 0.13
C -0.44160 2.08683 -1.20132 -1.23
H 0.56936 2.40590 -0.97809 0.59
H -0.65054 2.18320 -2.26024 0.68
N 0.94778 -3.80305 -1.27805 -0.23
C -0.06155 -3.16570 -0.70827 0.29
O -0.41360 -2.04876 -1.15398 -0.28
C -0.82034 -3.93842 0.34062 -1.26
I -2.14682 -2.73118 1.44342 0.20
H 1.54227 -3.30017 -1.91980 0.24
H 1.28665 -4.67297 -0.90213 0.23
H -0.11442 -4.38671 1.03263 0.52
H -1.40712 -4.71418 -0.14882 0.56
C -4.50920 1.22443 -1.29451 -1.57
C -3.89700 -0.04213 -0.65893 3.52
C -4.32830 -1.25669 -1.50750 -2.00
C -2.41014 0.03914 -0.75552 0.12
C -4.31933 -0.14265 0.80763 -0.32
C -5.35783 -0.97880 1.20671 0.01
C -5.73596 -1.04327 2.54193 -0.88
C -5.07805 -0.28098 3.49440 -0.51
C -4.04673 0.56103 3.10279 -1.09
C -3.67953 0.63523 1.76819 0.52
H -4.15239 1.37298 -2.31588 0.33
H -4.27940 2.10894 -0.70864 0.32
H -5.59065 1.08829 -1.32293 0.46
H -3.97022 -1.14242 -2.53328 0.47
H -5.41521 -1.30470 -1.55761 0.58
H -3.95464 -2.19330 -1.09606 0.33
H -2.04629 -0.12840 -1.84443 -0.17
H -5.87418 -1.60191 0.48982 0.32
H -6.54449 -1.69992 2.83525 0.40
H -5.36945 -0.34037 4.53459 0.43
H -3.51819 1.16382 3.82979 0.50
H -2.87916 1.30700 1.48778 0.08
```

The total energy is -3043.934280 hartree. The calculation puts the LUMO energy at -4.33 eV. The value obtained for the energy above the lowest of the compared OMol25 structures with the same formula, charge and spin is 39.3 kJ/mol. The HOMO-LUMO gap comes out at 7.08 eV. The HOMO energy comes out at -11.403 eV. The charge is +1.